No. 1
DFT (the ωB97M-V functional and the def2-TZVPD basis) results for a molecular structure, C22H19N7OPtS2.

Geometry as XYZ:
```
52
Properties=species:S:1:pos:R:3:forces:R:3:nbo_charge:R:1
Pt 0.292691 0.287685 0.251050 0.3 -0.2 -1.0 0.56
S 1.566669 2.034914 -0.426228 -0.3 0.0 0.1 -0.10
C -1.193295 2.046558 1.038904 -0.3 0.7 -0.2 0.16
S -1.878267 0.969489 -0.154678 0.2 -0.1 0.4 -0.12
C -1.096618 1.788203 2.398755 -0.2 0.3 0.0 -0.47
C -1.272008 0.463901 2.886594 0.1 0.0 0.1 0.29
N -1.331339 -0.625435 3.260725 0.0 0.0 0.0 -0.34
C -0.740115 2.823522 3.310001 0.0 -0.1 0.1 0.28
N -0.451059 3.659881 4.048221 0.0 0.0 -0.1 -0.32
C 6.748069 0.494043 5.583704 0.0 0.0 0.0 -0.63
C 5.893048 1.280198 4.623382 0.0 -0.1 0.0 -0.03
C 5.665741 0.838827 3.325744 0.0 0.0 0.0 -0.21
C 4.895975 1.574973 2.436747 0.0 0.0 -0.1 -0.28
C 4.333211 2.785503 2.828213 0.1 0.0 0.0 0.23
N 3.541057 3.480771 1.893247 -0.1 -0.1 0.1 -0.67
C 3.273952 4.821353 1.918031 0.0 0.1 -0.2 0.80
O 3.800856 5.621276 2.663268 0.0 0.0 0.0 -0.63
N 2.376724 5.277861 0.951942 0.0 -0.1 0.1 -0.62
C 1.291592 4.693221 0.285764 -0.1 0.0 -0.1 0.16
C 0.650260 5.357335 -0.687870 0.2 0.2 0.0 -0.26
C -0.585780 4.848299 -1.221870 -0.1 0.0 -0.1 -0.28
C -1.216839 3.846533 -0.608961 -0.2 -0.1 0.1 0.02
N -0.678096 3.263257 0.543889 0.0 -0.1 0.1 -0.48
C 0.763506 3.342767 0.677648 0.1 0.0 0.1 -0.17
C 4.551762 3.243027 4.126169 0.0 0.0 0.0 -0.23
C 5.318185 2.489442 5.000212 0.0 0.1 0.0 -0.20
H 6.948656 -0.508574 5.204353 0.0 0.0 0.0 0.21
H 6.262414 0.396102 6.556011 0.0 0.0 0.0 0.22
H 7.709750 0.986446 5.746369 0.0 0.0 0.0 0.22
H 6.113640 -0.092623 2.995626 0.0 0.0 0.0 0.19
H 4.741500 1.221033 1.421978 0.0 0.0 0.0 0.21
H 3.269447 2.953024 1.074572 -0.1 0.0 0.0 0.42
H 2.379738 6.285214 0.938399 0.0 0.0 0.0 0.42
H 1.019342 6.321314 -1.023858 0.0 -0.1 0.0 0.22
H -1.042212 5.319463 -2.079895 0.0 0.0 0.0 0.23
H -2.181607 3.482308 -0.919626 0.0 0.0 0.0 0.23
H 1.029532 3.115340 1.702019 0.1 -0.1 0.0 0.24
H 4.125998 4.181947 4.442659 0.0 0.0 0.0 0.25
H 5.472593 2.858645 6.008515 0.0 0.0 0.0 0.21
N 5.502306 -2.976691 0.691818 0.0 0.0 0.0 -0.77
C 4.365110 -2.249004 0.602963 -0.1 0.0 0.0 0.26
C 3.768114 -1.968962 -0.637363 0.1 -0.1 0.0 -0.32
C 2.614145 -1.233320 -0.683505 0.0 0.0 0.1 0.08
N 2.010601 -0.754698 0.420027 0.4 -0.2 0.3 -0.51
C 2.581722 -1.002875 1.612046 0.0 -0.1 -0.1 0.10
C 3.727588 -1.742830 1.743738 0.1 0.0 0.1 -0.31
H 5.968972 -3.306956 -0.131951 0.0 0.0 0.0 0.40
H 5.936517 -3.145855 1.579889 0.0 0.0 0.0 0.40
H 4.205856 -2.329728 -1.559513 0.0 0.0 0.0 0.23
H 2.134816 -1.004103 -1.623731 0.0 0.0 0.0 0.23
H 2.078609 -0.601220 2.479501 0.0 0.0 0.0 0.24
H 4.129142 -1.920668 2.732261 0.0 0.0 0.0 0.24
```
Forces are in eV/Å.

Results
E: -2223.982103 Ha
LUMO level: -1.3980 eV
Highest occupied orbital energy: -7.6 eV
HOMO-LUMO gap: 6.18 eV
Spin multiplicity: 1

No. 2
DFT (the ωB97M-V functional and the def2-TZVPD basis) results for a molecular structure, C22H19N8O2S2Ti.

Geometry as XYZ:
```
54
Properties=species:S:1:pos:R:3:forces:R:3:lowdin_spin:R:1
Ti -0.228367 0.122502 0.197132 3.0 -1.7 -1.7 0.94
N 1.753061 2.647572 0.794238 -0.2 0.1 0.0 0.01
C 0.524937 2.795253 1.304507 0.0 0.0 -0.4 0.01
N 0.280581 3.753056 2.160569 -0.1 0.2 0.2 0.00
C -0.975589 3.838125 2.624653 0.6 0.1 -0.1 0.00
N -1.265484 4.830568 3.436716 -0.1 0.0 0.0 0.00
N -1.970451 2.963220 2.309305 -0.8 -0.4 0.0 0.00
C -1.662763 2.028353 1.472391 1.0 1.1 0.2 0.01
N -0.429281 1.890814 0.888641 -0.5 1.6 1.2 0.02
C -2.640522 1.009203 1.067871 -0.8 -0.6 -0.5 0.01
C -3.979313 1.037809 1.421337 0.5 0.4 0.2 0.00
C -4.817123 0.042033 0.944705 0.0 -0.3 -0.2 0.00
C -4.304617 -0.935346 0.095346 -0.3 0.1 0.1 0.00
C -2.968930 -0.900947 -0.241322 0.3 0.1 0.0 0.01
N -2.136780 0.033345 0.256344 -3.2 0.3 0.4 0.02
H 2.431412 3.360600 1.014297 0.0 0.0 0.0 0.00
H 1.867818 2.144058 -0.072220 0.1 -0.1 -0.1 0.00
H -0.547612 5.495911 3.677767 0.0 0.0 0.0 0.00
H -2.196078 4.935275 3.806840 0.0 0.0 0.0 0.00
H -4.330513 1.844595 2.050400 0.0 0.0 0.0 0.00
H -5.865057 0.029546 1.213580 0.0 0.0 0.0 0.00
H -4.943451 -1.707643 -0.309488 0.0 0.0 0.0 0.00
H -2.525836 -1.612443 -0.926463 0.0 -0.1 0.0 0.00
O -1.860004 4.689989 -6.595721 -0.2 0.1 -0.3 0.00
C -2.485888 4.103743 -5.572309 0.0 -0.1 0.3 0.00
O -3.642728 4.313114 -5.350587 0.0 0.0 0.0 0.00
C -1.684498 3.182969 -4.685528 0.1 0.0 -0.2 0.00
C -0.529271 2.528631 -5.094907 0.0 0.0 0.1 0.00
C 0.113447 1.639453 -4.245907 0.0 0.0 0.1 0.00
C -0.404668 1.400462 -2.979225 -0.1 0.1 0.0 0.00
S 0.421384 0.176736 -1.988357 0.2 0.0 -0.1 -0.03
C -1.552363 2.069741 -2.554813 0.2 0.0 -0.2 0.00
C -2.186803 2.948514 -3.410691 -0.1 0.0 0.1 0.00
H -0.925018 4.478426 -6.660517 0.1 -0.1 0.1 0.00
H -0.122651 2.666393 -6.089374 0.0 0.0 0.0 0.00
H 1.008245 1.123866 -4.567537 0.0 0.0 0.0 0.00
H -1.944993 1.897877 -1.564402 -0.1 0.0 0.0 0.00
H -3.092677 3.458476 -3.110123 0.0 0.0 0.0 0.00
N -1.402879 -1.129239 3.350984 0.2 0.0 0.0 0.00
C -0.193153 -1.472692 2.895326 0.2 -0.2 0.1 0.00
N 0.291648 -1.119112 1.708075 0.2 -0.5 0.6 0.00
C 1.597832 -1.634362 1.535587 0.4 -0.3 0.1 0.00
C 2.401253 -1.450231 0.413665 -0.1 0.0 0.2 0.00
C 3.661665 -2.022345 0.397973 0.0 0.0 0.0 0.00
C 4.122014 -2.766831 1.479963 0.1 0.0 0.0 0.00
C 3.334396 -2.956260 2.601283 0.0 0.0 0.1 0.00
C 2.074112 -2.380096 2.613369 -0.2 0.2 -0.1 0.00
S 0.862425 -2.435185 3.873161 -0.1 0.1 -0.1 0.00
H -2.071184 -0.667756 2.763617 -0.1 0.0 0.0 0.00
H -1.720037 -1.471049 4.242866 0.0 0.0 0.0 0.00
H 2.059905 -0.887293 -0.446702 0.1 0.0 -0.1 0.00
H 4.291991 -1.898327 -0.471829 0.0 0.0 0.0 0.00
H 5.109433 -3.205426 1.444122 0.0 0.0 0.0 0.00
H 3.696456 -3.540103 3.436489 0.0 0.0 0.0 0.00
```
Forces are in eV/Å.

Results
E: -3083.800213 Ha
Charge: +2
LUMO level (alpha / beta): -7.5982 / -7.5812 eV
Expectation value of S²: 0.755
Highest occupied orbital energy (alpha / beta): -13.8 / -13.8 eV
HOMO-LUMO gap (alpha / beta): 6.17 / 6.18 eV
Spin multiplicity: 2

No. 3
DFT (the ωB97M-V functional and the def2-TZVPD basis) results for a molecular structure, C22H20BCl3F6N2O9RuS2Si.

Geometry as XYZ:
```
67
Properties=species:S:1:pos:R:3:forces:R:3:nbo_charge:R:1
Ru -0.652902 0.011052 -2.217751 -0.3 0.2 -0.3 0.50
Cl 7.516761 -0.624977 4.860976 0.0 0.0 0.0 -0.06
C 5.779424 -0.639768 4.643714 0.0 -0.1 -0.1 -0.13
C 5.004775 0.396656 5.159045 -0.1 0.1 0.0 -0.23
C 3.642484 0.390846 4.995560 0.1 0.1 0.1 -0.12
Cl 2.696969 1.688019 5.664403 0.1 0.0 0.0 -0.02
C 2.906270 -0.653289 4.320492 -0.3 0.0 -0.1 0.37
O 1.671972 -0.691058 4.204283 0.1 0.0 0.0 -0.65
C 3.808166 -1.640851 3.811272 0.1 -0.1 0.1 -0.15
Cl 3.038029 -2.983829 2.960552 0.0 0.2 -0.1 0.43
C 5.176040 -1.676640 3.959711 0.1 0.0 0.0 -0.24
H 5.474020 1.213383 5.690680 0.0 0.0 0.0 0.22
H 5.759488 -2.489425 3.548673 0.0 0.0 0.0 0.22
F 0.591775 1.737005 -6.407670 0.0 0.0 0.0 -0.33
C 0.338448 1.786140 -5.091117 0.0 0.0 0.0 0.72
F 0.925748 0.736146 -4.520398 0.0 0.0 0.0 -0.31
F 0.872608 2.900761 -4.605634 0.0 0.0 0.0 -0.30
S -1.489788 1.787737 -4.805184 -0.1 0.0 0.1 2.28
O -1.653621 1.617107 -3.378532 0.1 0.2 0.0 -0.89
O -1.923714 3.022919 -5.376876 0.0 -0.1 0.0 -0.92
N -2.020619 0.587375 -5.663841 0.1 0.0 0.0 -1.24
S -2.200811 -0.905336 -5.207313 -0.1 0.0 -0.1 2.29
O -3.503635 -1.393320 -5.538711 0.0 0.0 0.0 -0.92
O -1.635598 -1.265868 -3.934364 0.0 -0.1 0.3 -0.91
C -1.103625 -1.753351 -6.422011 0.0 0.0 0.0 0.71
F -1.438275 -1.442219 -7.679214 0.0 0.0 0.0 -0.32
F -1.219273 -3.078389 -6.280799 0.0 0.0 0.0 -0.32
F 0.174349 -1.423019 -6.237170 0.0 0.0 0.0 -0.32
C 2.047562 3.386397 -0.063821 0.0 0.0 0.0 -1.13
Si 0.440111 2.395094 -0.146571 -0.1 0.0 0.2 1.93
C -0.966740 3.643450 -0.316220 0.0 0.0 0.0 -1.15
C 0.227812 1.522789 1.508945 0.0 0.1 0.0 -1.16
O 0.524692 1.408880 -1.409908 0.1 -0.1 0.2 -1.22
H 2.024620 4.129965 0.738547 0.0 0.0 0.0 0.21
H 2.225078 3.905657 -1.009935 0.0 0.0 0.0 0.22
H 2.893055 2.717291 0.119196 0.0 0.0 0.0 0.22
H -0.921033 4.426146 0.448576 0.0 0.0 0.0 0.21
H -1.924752 3.126499 -0.222528 0.0 0.0 0.0 0.24
H -0.938498 4.117412 -1.301589 0.0 0.0 0.0 0.22
H 0.326667 2.225414 2.344645 0.0 0.0 0.0 0.22
H 0.970582 0.737526 1.661444 0.1 0.0 0.0 0.24
H -0.759017 1.064349 1.574496 0.0 0.0 0.0 0.24
O 0.537086 -1.497717 -1.450670 0.0 -0.2 0.1 -0.56
N 0.788797 -1.605947 -0.144840 0.1 -0.1 -0.1 0.09
C 2.149859 -1.212252 0.137664 0.0 0.2 0.0 -0.16
C 2.859641 -1.428381 1.238819 0.0 -0.3 -0.2 -0.49
C 0.019708 -2.562061 3.229681 -0.3 0.1 -0.5 0.19
C -0.282128 -2.419835 1.973769 0.7 0.1 0.4 -0.52
C -0.165658 -2.085238 0.583514 -0.1 0.1 -0.3 0.02
H 2.487508 -0.693629 -0.753201 -0.1 0.1 0.1 0.22
H 3.855484 -0.992726 1.083229 0.0 0.0 0.2 0.16
H 3.307630 -3.828124 4.004469 0.0 0.0 0.1 0.06
H -1.235760 -2.958697 2.217129 -0.1 -0.1 0.2 0.31
H -1.036916 -2.300049 -0.018726 -0.1 0.0 0.0 0.25
O -3.030563 -1.375050 -0.953854 0.0 0.0 0.0 -0.68
B -2.137531 -0.215658 -0.996593 -0.1 -0.1 -0.1 0.87
O -2.557712 0.609437 0.113724 0.0 0.0 -0.1 -0.70
C -3.554810 -0.027578 0.763199 0.0 0.0 0.0 0.31
C -4.225512 0.358045 1.901562 0.0 0.0 0.0 -0.29
C -5.221068 -0.499941 2.382585 0.0 0.0 0.0 -0.24
C -5.515783 -1.690648 1.735218 0.0 0.0 0.0 -0.25
C -4.824828 -2.077128 0.580992 0.0 0.0 0.0 -0.27
C -3.845723 -1.228850 0.113496 0.0 0.0 0.0 0.22
H -3.976745 1.282761 2.402798 0.0 0.0 0.0 0.22
H -5.765524 -0.230768 3.279544 0.0 0.0 0.0 0.20
H -6.290793 -2.336208 2.131337 0.0 0.0 0.0 0.19
H -5.044262 -3.004434 0.067104 0.0 0.0 0.0 0.21
```
Forces are in eV/Å.

Results
E: -4822.218430 Ha
Charge: -2
LUMO level: 3.8234 eV
Highest occupied orbital energy: -1.8 eV
HOMO-LUMO gap: 5.63 eV
Spin multiplicity: 1

No. 4
DFT (the ωB97M-V functional and the def2-TZVPD basis) results for 3 unconnected molecules or ions with the total composition C22H20BrCl2F6N3O6.

Geometry as XYZ:
```
60
Properties=species:S:1:pos:R:3:forces:R:3:nbo_charge:R:1
C 5.411162 -2.059381 1.624492 -1.4 -0.1 0.6 -0.61
C 3.964535 -1.454416 1.809364 0.9 -0.5 -0.8 -0.43
C 3.285284 -1.199336 0.406875 0.4 -0.5 2.0 -0.27
Br 4.616285 -0.340878 -0.726124 -0.4 0.2 -0.1 0.03
C 1.894854 -0.524399 0.573414 -0.2 -1.4 -2.1 0.13
O 1.839893 0.622655 1.424437 -1.1 0.0 -1.0 -0.50
C 2.506355 1.711792 0.985915 0.2 -0.1 0.6 0.99
O 3.577344 1.930337 1.377654 2.5 0.6 0.9 -0.50
O 1.897921 2.636594 0.151362 -1.0 -0.5 0.1 -0.48
C 2.783065 3.503892 -0.309414 -3.2 -3.1 1.6 0.53
N 3.562924 4.021734 -0.916794 3.0 2.7 -2.1 -0.31
C 1.108704 -0.072856 -0.752394 2.4 -0.3 0.4 0.51
O -0.008550 0.182197 -0.551323 -2.8 0.9 0.2 -0.43
C 1.616208 0.162351 -2.212082 -0.5 0.4 -1.4 0.55
F 0.562650 0.677439 -2.891875 -0.3 -0.2 0.4 -0.30
F 2.527341 1.152492 -2.334954 0.6 -0.5 0.8 -0.31
C 1.995927 -1.106381 -3.062520 -0.6 0.5 -1.0 0.59
F 0.820616 -1.591665 -3.526421 0.0 -0.1 0.3 -0.30
F 2.568628 -2.106126 -2.384948 0.4 0.2 0.3 -0.30
C 2.828318 -0.774309 -4.368244 0.5 -0.2 0.1 0.55
F 2.374590 0.315811 -4.995463 -0.2 0.3 0.3 -0.29
F 2.599766 -1.819560 -5.185881 0.2 -0.1 0.0 -0.30
C 4.370226 -0.717882 -4.146264 -1.3 1.8 -0.3 0.72
O 4.974719 -1.712746 -4.196217 1.5 -2.4 0.2 -0.52
O 4.917823 0.492051 -3.953998 -0.5 -0.2 0.5 -0.65
C 0.979027 -1.680502 1.081279 0.1 0.6 0.2 -0.07
Cl 0.278955 -2.765575 -0.139064 0.7 0.7 0.4 0.03
C 0.693352 -1.974641 2.342730 -0.7 -0.6 0.7 0.00
C -0.219352 -3.157864 2.711092 0.7 0.4 -0.2 -0.66
Cl 1.340243 -1.064169 3.695310 -0.4 -0.3 -0.4 0.04
H 6.159359 -1.262512 1.553927 -0.1 -0.5 -0.1 0.22
H 5.378224 -2.722025 0.745261 0.4 0.3 0.2 0.21
H 5.577245 -2.700256 2.508801 0.3 0.4 -0.4 0.22
H 4.018296 -0.536229 2.409559 -0.2 -0.3 -0.2 0.23
H 3.402021 -2.249385 2.326145 -0.1 0.6 -0.2 0.21
H 3.106391 -2.216618 0.018900 0.1 0.7 -0.4 0.25
H 5.766443 0.287164 -3.520260 0.0 0.3 -0.4 0.50
H 0.318677 -4.077207 2.415200 -0.4 0.3 0.3 0.24
H -0.433343 -3.179451 3.787230 0.1 0.1 -0.4 0.24
H -1.139520 -3.104611 2.111545 0.2 0.0 0.4 0.25
C -4.139831 1.191415 2.902140 0.0 -0.1 0.0 -0.32
C -3.688336 1.985877 1.814979 0.0 0.1 -0.1 -0.30
C -2.391959 1.625804 1.557290 0.1 0.0 0.0 -0.07
N -2.041248 0.648585 2.448731 -0.1 0.0 0.0 -0.51
C -3.102333 0.374425 3.268466 0.1 -0.1 0.0 -0.08
H -5.114976 1.216124 3.361822 0.0 0.0 0.0 0.22
H -4.251908 2.735256 1.282604 0.0 0.0 0.0 0.23
H -1.690295 1.979110 0.819974 0.0 0.0 0.0 0.22
H -1.142746 0.200589 2.493924 0.0 0.0 0.0 0.41
H -3.026742 -0.374575 4.039681 0.0 0.0 0.0 0.21
C -7.329057 2.554447 -1.977220 -0.1 0.0 0.0 -0.31
C -6.184722 2.053179 -1.301285 0.0 0.0 0.0 -0.30
C -6.629407 1.342437 -0.218113 0.0 -0.1 0.1 -0.08
N -7.997048 1.398083 -0.210895 0.0 0.0 -0.1 -0.51
C -8.431286 2.130998 -1.282648 -0.1 0.0 0.0 -0.08
H -7.341230 3.155975 -2.871688 0.0 0.0 0.0 0.22
H -5.152999 2.197302 -1.579023 0.0 0.0 0.0 0.22
H -6.093124 0.804413 0.546455 0.0 0.0 0.0 0.22
H -8.590364 0.967235 0.474768 0.0 0.0 0.0 0.41
H -9.482994 2.287793 -1.456214 0.0 0.0 0.0 0.21
```
Forces are in eV/Å.

Results
E: -5559.498713 Ha
LUMO level: -0.6425 eV
Highest occupied orbital energy: -8.1 eV
HOMO-LUMO gap: 7.48 eV
Spin multiplicity: 1
SMILES string: CC[C@H](Br)[C@@](OC(=O)OC#N)(C(=O)C(F)(F)C(F)(F)C(F)(F)C(=O)O)/C(Cl)=C(/C)Cl.c1cc[nH]c1.c1cc[nH]c1

The records above give, respectively, max |F| values of 1.1; 3.9; 0.8; 4.7 eV Å⁻¹.